(1)
Below is C7H12N2O in the gas phase, with properties calculated with the ωB97M-V functional and the def2-TZVPD basis.

E_tot in eV: -12477.3476
HOMO level in hartree: -0.338
LUMO level in eV: 0.5
Structure (SMILES): C/N=[N+](\[O-])C1=CCCCC1
Relative energy (zero: lowest compared OMol25 entry of this formula, charge and spin) in kcal/mol: 97.1
Gap between HOMO and LUMO in eV: 9.7

Element x y z (Å)
1 O -1.4071 -1.3845 -1.8906
2 N -0.3540 -1.3963 -1.2150
3 N 0.5240 -2.2730 -1.3411
4 C 0.3662 1.5797 1.8474
5 C -1.0995 1.4889 1.3231
6 C -1.2850 0.3183 0.3032
7 C 1.4372 1.0881 0.9004
8 C 0.4276 -3.3449 -2.2683
9 C 1.2041 -0.2554 0.2879
10 C -0.1825 -0.3662 -0.1918
11 H 1.8817 -0.5048 -0.4916
12 H -0.5149 -3.2557 -2.8553
13 H 0.4352 1.0684 2.8539
14 H 0.5626 2.6060 2.0302
15 H 2.3656 1.2046 1.4873
16 H 1.6189 1.8102 -0.0077
17 H 1.2171 -1.0082 1.0761
18 H -1.6090 1.2549 2.1934
19 H 0.5595 -4.2042 -1.7993
20 H -2.2990 0.1540 0.0606
21 H -1.4951 2.3858 0.7161
22 H 1.3058 -3.1603 -2.9490

Here are the Mulliken charges for atoms 1 to 2, given in e: O -0.730; N 1.016

(2)
Below is C7H12N2O3 in the gas phase, with properties calculated with the ωB97M-V functional and the def2-TZVPD basis.

E_tot in eV: -16571.3537
HOMO level in hartree: -0.342
LUMO level in eV: 0.3
Structure (SMILES): O=C(O)CNC(=O)[C@@H]1CCCN1
Relative energy (zero: lowest compared OMol25 entry of this formula, charge and spin) in kcal/mol: 126.9
Gap between HOMO and LUMO in eV: 9.6

Element x y z (Å)
1 O -4.1394 -0.6546 -0.6312
2 O -0.0018 1.0706 0.8880
3 O -2.9382 1.3171 -0.2489
4 N 2.2379 1.0385 -0.7366
5 N -1.0037 -0.7047 -0.2852
6 C -2.0265 -0.6873 0.9099
7 C 2.0585 -1.2621 0.1268
8 C 0.0769 -0.0040 0.1648
9 C 3.6331 -0.7242 0.0879
10 C 3.4483 0.8650 0.0468
11 C 1.3588 -0.2168 -0.5271
12 C -3.3383 0.0557 0.0752
13 H -0.5976 -1.7256 -0.5667
14 H 3.4681 1.4153 1.1133
15 H 1.2686 -0.8031 -1.6117
16 H -1.3736 0.1240 1.6856
17 H 1.9316 -2.2839 -0.5410
18 H 4.3506 -1.0227 0.9449
19 H 1.5678 1.8660 -0.4479
20 H 1.7852 -1.6287 1.2420
21 H 4.4219 1.0446 -0.5856
22 H -2.2906 -1.6517 1.3284
23 H 4.1826 -1.2352 -0.8425
24 H -1.9838 1.5421 0.0653

Here are the Mulliken charges for atoms 1 to 2, given in e: O -0.535; O -0.766

(3)
Below is C7H12N2O3S2 in the gas phase, with properties calculated with the ωB97M-V functional and the def2-TZVPD basis.

E_tot in eV: -38241.7133
HOMO level in hartree: -0.339
LUMO level in eV: -0.6
Structure (SMILES): CC(C)(O)c1sc([S@@H](=N)=O)nc1CO
Relative energy (zero: lowest compared OMol25 entry of this formula, charge and spin) in kcal/mol: 1.1
Gap between HOMO and LUMO in eV: 8.7

Element x y z (Å)
1 S -4.0876 0.0146 0.3456
2 S -1.0093 1.1695 0.0758
3 O 0.2004 -3.4790 -0.3784
4 O 2.7267 -0.1141 -0.3235
5 O -4.2722 -0.5663 1.6469
6 N -1.2559 -1.3545 -0.1103
7 N -4.9484 -0.2149 -0.8730
8 C 2.0512 1.3982 1.5341
9 C 1.7544 0.8580 0.0847
10 C -1.9521 -0.3192 -0.1288
11 C 1.0003 -2.3275 -0.2227
12 C 0.1316 -1.1201 -0.1262
13 C 0.4543 0.1850 -0.0707
14 C 1.7099 2.0712 -0.8740
15 H 1.7710 -2.2276 -1.0393
16 H -4.3239 1.4925 0.5666
17 H 1.2655 1.8080 -1.7917
18 H 1.7831 0.6048 2.1222
19 H 1.5922 2.3349 1.6070
20 H -5.1919 -1.1911 -1.1290
21 H 1.1126 2.7529 -0.2939
22 H 1.6045 -2.6138 0.6295
23 H 2.8972 0.0210 -1.2082
24 H 3.1235 1.4873 1.5827
25 H 2.5873 2.5801 -1.1303
26 H -0.7247 -3.2499 -0.4949

Here are the Mulliken charges for atoms 1 to 2, given in e: S 0.535; S -0.230

(4)
Below is C7H12N2O4 in the gas phase, with properties calculated with the ωB97M-V functional and the def2-TZVPD basis.

E_tot in eV: -18619.8340
HOMO level (spin up / spin down) in hartree: -0.227 / -0.228
LUMO level (spin up / spin down) in eV: 0.5 / 0.4
Relative energy (zero: lowest compared OMol25 entry of this formula, charge and spin) in kcal/mol: 99.4
Gap between HOMO and LUMO (spin up / spin down) in eV: 6.6 / 6.6

Element x y z (Å)
1 O -0.8709 1.5606 -0.2660
2 O -2.6539 -0.6382 0.1819
3 O 2.2871 -1.0947 0.0005
4 O -3.9112 1.0329 0.8054
5 N -0.2662 -0.6452 0.0947
6 N 1.3459 0.9210 0.4231
7 C -1.0006 1.9104 -1.6442
8 C -2.8686 0.4276 0.9267
9 C -1.4075 -2.7446 -0.2934
10 C 2.4013 0.0808 0.3009
11 C 0.1164 0.6311 -0.0652
12 C -1.4630 -1.3029 0.0291
13 C 3.6927 0.5325 0.9382
14 H -1.8598 2.4466 -1.7120
15 H -0.8507 -3.3369 0.4296
16 H 0.5691 -1.2307 0.1660
17 H 3.7859 1.6199 1.1005
18 H -0.1495 2.5330 -2.1025
19 H 4.5648 -0.0451 0.4295
20 H -2.4262 -3.3859 -0.3335
21 H -1.0785 -2.9678 -1.3527
22 H 1.4539 1.9121 0.8312
23 H -2.0692 0.7663 1.5482
24 H -1.0836 0.9400 -2.2787
25 H 3.7423 0.0771 1.8426

Here are the Mulliken charges for atoms 1 to 2, given in e: O -0.393; O -0.332

(5)
Below is C7H12N2O4S in the gas phase, with properties calculated with the ωB97M-V functional and the def2-TZVPD basis.

E_tot in eV: -29453.7636
HOMO level (spin up / spin down) in hartree: -0.279 / -0.279
LUMO level (spin up / spin down) in eV: 0.4 / 0.4
Relative energy (zero: lowest compared OMol25 entry of this formula, charge and spin) in kcal/mol: 95.7
Gap between HOMO and LUMO (spin up / spin down) in eV: 7.9 / 7.9

Element x y z (Å)
1 S 2.1717 -0.2656 -0.5257
2 O 1.8435 -0.5932 -1.8750
3 O 3.5432 -0.1332 -0.1825
4 O -0.5681 1.9607 0.8696
5 O 1.2645 -1.1133 1.7791
6 N 1.3681 1.2304 -0.1565
7 N 1.3910 -1.4619 0.3974
8 C 2.0714 2.0254 0.8315
9 C -0.8184 0.6605 -1.2064
10 C -2.0247 -0.2117 -0.8089
11 C -1.6972 -1.6787 -0.4982
12 C -1.0712 -1.9092 0.8853
13 C 0.1577 -1.0861 0.9238
14 C 0.0060 1.1447 -0.0484
15 H 2.0842 1.5402 1.8102
16 H -1.5253 1.9449 0.7571
17 H -2.6207 -2.2576 -0.5554
18 H -1.7494 -1.5755 1.6737
19 H -0.8675 -2.9765 1.0325
20 H -2.5486 0.2245 0.0461
21 H -2.7171 -0.2030 -1.6528
22 H -1.1886 1.5411 -1.7493
23 H -0.1635 0.1080 -1.8791
24 H 3.0927 2.1468 0.4773
25 H -1.0122 -2.0539 -1.2600
26 H 1.5786 2.9924 0.9147

Here are the Mulliken charges for atoms 1 to 2, given in e: S 1.237; O -0.662

(6)
Below is 2 unconnected molecules or ions with the total composition C7H12N2O5S, with properties calculated with the ωB97M-V functional and the def2-TZVPD basis.

E_tot in eV: -31504.0295
HOMO level (spin up / spin down) in hartree: -0.002 / -0.015
Total charge: -2
LUMO level (spin up / spin down) in eV: 6.1 / 6.0
Gap between HOMO and LUMO (spin up / spin down) in eV: 6.1 / 6.4

Element x y z (Å)
1 S 1.2748 2.3272 0.0982
2 O 1.4874 2.9871 1.4038
3 O 0.0929 2.8473 -0.6184
4 O 2.6130 -2.2648 -0.8754
5 O 1.8771 -2.2767 1.2283
6 O 2.4686 2.4576 -0.7584
7 N 2.9662 -0.4700 0.4357
8 N 3.7683 0.0632 -0.5091
9 C -1.1928 -0.1579 -0.9802
10 C -1.1623 0.1448 1.4109
11 C 0.4011 0.1727 1.5993
12 C -1.5628 -0.8680 0.3399
13 C 2.4521 -1.7962 0.2451
14 C 0.9345 0.5923 0.2916
15 C 0.3159 0.0636 -0.9745
16 H 0.6386 1.0321 2.1858
17 H -1.5867 -0.7592 -1.7253
18 H -1.6716 -0.0891 2.3953
19 H -1.6380 0.8219 -1.0211
20 H -1.4021 1.0721 0.9926
21 H -1.1295 -1.9111 0.3263
22 H 0.7881 -0.6817 2.1092
23 H -2.5585 -1.2635 0.3738
24 H 3.6016 0.9798 -0.7562
25 H 0.7591 0.7204 -1.7231
26 H 3.5903 -0.4794 -1.3271
27 H 0.6775 -0.9256 -1.2562

Here are the Mulliken charges for atoms 1 to 2, given in e: S 1.447; O -0.802

(7)
Below is 2 unconnected molecules or ions with the total composition C7H12N2S, with properties calculated with the ωB97M-V functional and the def2-TZVPD basis.

E_tot in eV: -21265.4686
HOMO level in hartree: -0.263
LUMO level in eV: 0.7
Relative energy (zero: lowest compared OMol25 entry of this formula, charge and spin) in kcal/mol: 86.4
Gap between HOMO and LUMO in eV: 7.9

Element x y z (Å)
1 S 0.7329 -2.1561 -2.1640
2 N 1.8184 -0.3111 1.0216
3 N -0.0040 0.7244 1.6108
4 C 0.8337 1.6098 1.0188
5 C -1.3363 -0.5817 -1.4297
6 C 0.6210 -0.4431 1.6069
7 C -1.2779 1.0027 2.2260
8 C -0.7902 -1.9525 -1.6356
9 C 1.9942 0.9695 0.6259
10 C 1.5090 -0.6868 -2.4159
11 H 2.3851 -0.9220 -3.0567
12 H -1.1136 0.2183 -2.0685
13 H -1.1058 -0.1752 -0.4033
14 H -1.6970 0.0578 2.6239
15 H -1.4453 -2.8797 -1.3031
16 H -1.9753 1.4118 1.4997
17 H 0.9986 0.2680 -2.1656
18 H 0.4613 2.6241 0.7505
19 H 0.1501 -1.3160 1.9451
20 H -2.4930 -0.6165 -1.3492
21 H 2.8108 1.4360 0.1296
22 H -1.0767 1.7184 2.9327

Here are the Mulliken charges for atoms 1 to 2, given in e: S 0.018; N -0.575

(8)
Below is C7H12N2S in the gas phase, with properties calculated with the ωB97M-V functional and the def2-TZVPD basis.

E_tot in eV: -21266.3532
HOMO level in hartree: -0.313
LUMO level in eV: 0.8
Structure (SMILES): CC1=C(C)N2SNC[C@H]2C1
Relative energy (zero: lowest compared OMol25 entry of this formula, charge and spin) in kcal/mol: 66.0
Gap between HOMO and LUMO in eV: 9.4

Element x y z (Å)
1 S 2.5929 -0.7579 0.0648
2 N 2.1991 0.3545 -1.2868
3 N 1.1780 -0.4220 0.8974
4 C 0.9090 0.9985 0.8463
5 C -2.5503 -0.1213 0.0700
6 C -0.1902 -0.9940 0.2222
7 C -0.5124 1.2441 0.8197
8 C -0.0933 -2.3413 -0.2903
9 C 1.6684 1.4746 -0.5365
10 C -1.0827 -0.0385 0.2537
11 H 0.9669 1.9434 -1.1831
12 H 0.7592 -2.7245 0.1910
13 H -2.5473 0.5755 -0.7875
14 H -0.6514 2.0956 0.1823
15 H -2.8280 -1.0678 -0.2537
16 H 0.0417 -2.1695 -1.4526
17 H -1.0178 1.4519 1.7735
18 H -3.2804 0.0898 0.9807
19 H 2.5396 2.0898 -0.4136
20 H 1.4266 -0.2403 -1.6414
21 H -1.0487 -2.8839 -0.1818
22 H 1.5211 1.4434 1.7256

Here are the Mulliken charges for atoms 1 to 2, given in e: S -0.033; N -0.567